{"formula": "C4H14F6MgN5O9S2", "method": "the ωB97M-V functional and the def2-TZVPD basis", "species": ["Mg", "C", "F", "F", "F", "S", "O", "O", "N", "S", "O", "O", "C", "F", "F", "F", "C", "O", "N", "N", "H", "H", "H", "H", "C", "O", "N", "N", "H", "H", "H", "H", "O", "H", "H", "O", "H", "H", "O", "H", "H"], "coordinates": [[-0.777958, -0.258907, 0.824611], [2.976472, -3.691807, -1.455949], [3.880312, -3.082337, -0.666899], [2.821292, -2.898397, -2.515979], [3.533582, -4.853087, -1.902159], [1.254412, -3.962587, -0.479319], [0.322402, -3.502247, -1.500539], [0.981032, -5.350607, -0.132769], [1.357712, -2.880757, 0.820501], [2.104872, -3.870507, 1.897981], [1.186702, -4.181687, 3.018421], [3.043242, -4.960567, 1.476801], [3.385432, -2.712277, 2.807831], [4.138882, -3.403107, 3.646421], [4.166122, -2.151577, 1.899091], [2.721022, -1.804207, 3.447091], [-0.148808, 1.604003, -3.638579], [-0.026478, 1.115403, -2.536989], [0.889602, 1.703463, -4.381759], [-1.180798, 2.204713, -4.085829], [1.782422, 1.496803, -3.957179], [0.699982, 2.254853, -5.206449], [-1.114718, 2.719063, -4.952529], [-2.045308, 2.274113, -3.568219], [-2.829478, 4.370223, 0.757051], [-2.682578, 3.116263, 0.706441], [-3.693988, 4.973973, -0.041149], [-2.220078, 5.102993, 1.628371], [-3.551098, 5.946183, -0.274599], [-4.270068, 4.373193, -0.613239], [-2.461318, 6.083183, 1.594811], [-1.471678, 4.699993, 2.173901], [-2.185728, -0.421367, 3.620401], [-2.967168, -0.945167, 3.797091], [-2.120758, 0.172553, 4.368251], [-3.576968, -1.646147, -0.490349], [-4.200808, -1.396947, -1.172229], [-3.455618, -2.588207, -0.608769], [1.668542, 1.837753, 1.775391], [2.015552, 2.575773, 1.274251], [2.051792, 1.937983, 2.646771]], "forces_ev_per_angstrom": [[0.3, -0.5, -0.1], [1.4, -0.7, 0.1], [-0.7, -0.4, -0.1], [-0.7, -0.3, 0.4], [-1.2, 1.1, 0.8], [-1.6, -1.0, -2.8], [0.5, 1.3, 1.1], [1.1, 1.9, 0.1], [0.4, -1.9, -1.7], [2.3, -2.1, 5.7], [1.1, 0.6, -2.3], [-2.4, 2.9, -0.1], [-0.4, -2.0, -1.9], [-0.3, -0.1, -0.1], [0.4, 0.5, -0.2], [-0.8, 1.6, 1.1], [1.4, -0.7, 3.1], [-0.8, -1.7, 3.3], [2.9, 0.4, -3.2], [-5.0, 2.3, -1.9], [-0.1, 0.1, -0.6], [1.5, -0.3, -0.2], [-0.4, -0.1, 0.3], [0.4, -0.2, -0.1], [-0.4, -4.8, -0.9], [0.1, 0.8, 0.1], [-1.1, 1.0, -1.2], [1.4, 2.1, 1.6], [-0.4, -0.2, -0.1], [0.2, 0.4, 0.0], [0.6, -0.1, 0.7], [-0.3, 0.4, -0.1], [0.5, 0.1, -0.9], [-0.3, -0.3, -0.1], [0.2, 0.3, 0.2], [0.6, 0.4, 0.5], [-0.2, 0.2, -0.2], [0.1, -0.4, 0.0], [-0.7, -0.5, -0.2], [0.1, 0.2, -0.3], [0.1, -0.1, 0.3]], "mulliken_charge": [1.618, 0.683, -0.205, -0.207, -0.234, 0.948, -0.688, -0.541, -0.281, 0.881, -0.636, -0.530, 0.632, -0.208, -0.216, -0.228, 0.633, -0.655, -0.389, -0.335, 0.234, 0.159, 0.158, 0.208, 0.654, -0.686, -0.413, -0.361, 0.208, 0.223, 0.177, 0.221, -0.540, 0.308, 0.298, -0.595, 0.307, 0.339, -0.531, 0.293, 0.298], "gap_ha": 0.154, "homo_energy_ev": -12.029, "total_charge": 1, "relative_energy_kj_mol": 1046.14, "spin_multiplicity": 1}